Entry 1:
The following is a quantum chemistry calculation of a molecular structure, C25H21DyF2I2N5O2 at a distorted geometry, from the Open Molecules 2025 dataset.

- Total energy: -83529.0459 eV
- 2S+1: 6
- ⟨S²⟩: 9.104
- Energy above the lowest of the compared OMol25 structures with the same formula, charge and spin: 138.5 kJ/mol
- Frontier orbital gap (alpha / beta): 0.281 / 0.295 Eh
- Charge: +1

Structure (XYZ):
```
58
Properties=species:S:1:pos:R:3:forces:R:3:mulliken_spin:R:1
C -1.460 1.712 2.773 -0.284 -0.279 0.433 -0.008
C -2.231 -0.561 2.748 0.019 0.116 0.189 -0.002
H 0.380 -3.128 2.887 0.016 0.012 -0.042 0.000
C 3.665 -0.502 -2.898 0.012 -0.026 -0.065 -0.008
C 2.768 -0.551 -1.846 -0.071 0.102 -0.047 0.016
I -2.145 0.650 6.911 -0.010 -0.010 0.086 0.000
C 2.342 1.107 -3.994 -0.015 0.018 0.059 -0.014
H 0.309 2.746 -4.934 -0.029 0.032 -0.027 0.000
H -3.121 -0.148 -0.639 0.005 0.027 0.008 0.000
I -0.388 3.146 1.722 0.036 0.238 -0.098 -0.005
O -1.127 -1.435 -1.324 -0.102 0.060 -0.032 -0.015
C -1.968 0.631 2.046 0.221 -0.045 -0.538 -0.016
C -2.297 -0.545 4.132 -0.013 0.019 0.004 0.001
H -0.586 -2.658 0.823 -0.002 -0.012 0.037 0.002
C 1.657 -1.511 2.292 0.007 0.046 -0.012 -0.008
H 2.996 -1.232 -1.031 -0.027 0.012 0.016 -0.001
H 4.907 -1.887 3.121 0.013 0.003 0.002 0.000
H -0.083 -1.534 3.450 -0.020 -0.020 -0.027 0.000
C 2.915 0.211 1.407 0.050 -0.002 0.022 -0.004
C 0.149 1.897 -2.970 -0.125 0.003 0.003 -0.052
H -1.682 -2.941 -3.147 -0.020 -0.028 0.000 0.000
N -0.667 -1.894 1.488 0.071 0.096 -0.113 -0.019
C 3.479 0.325 -3.984 0.005 -0.042 0.069 0.007
Dy -0.044 0.176 -0.072 0.997 -0.508 -0.398 5.336
O -2.017 0.646 0.716 -0.738 0.274 0.373 -0.024
C 4.015 -1.456 2.688 0.019 -0.014 0.007 0.000
C -1.511 1.724 4.162 0.042 0.100 0.038 0.002
H 2.928 1.107 0.796 -0.004 0.003 0.006 0.002
C -2.003 0.618 4.839 0.010 -0.004 -0.184 -0.001
H 5.014 0.244 1.806 0.024 0.004 0.003 0.000
H -1.150 2.581 4.713 0.005 0.007 -0.008 0.000
N 1.724 -0.384 1.561 0.100 -0.146 0.025 -0.033
N -3.274 -0.731 -1.460 -0.057 -0.070 0.017 0.000
C -2.269 -1.533 -1.837 0.047 -0.038 -0.007 0.002
C 0.291 -2.081 2.580 0.028 -0.029 0.104 0.003
F 4.759 -1.284 -2.872 -0.044 0.030 0.031 -0.001
H -4.203 -0.848 -1.823 0.003 0.017 -0.005 0.000
C 1.627 0.252 -1.859 0.100 -0.165 0.221 -0.196
H -1.795 4.009 -4.765 -0.006 0.001 -0.007 0.000
C 1.397 1.094 -2.965 -0.003 -0.051 0.043 0.074
C 2.790 -2.080 2.852 -0.041 0.013 0.000 -0.001
H 4.189 0.365 -4.796 0.000 0.011 -0.020 0.001
C -0.284 2.686 -4.039 0.104 -0.044 0.099 0.006
H -2.294 2.381 -0.838 -0.027 0.020 -0.019 0.000
F 2.200 1.911 -5.070 -0.021 -0.027 0.043 -0.001
H -2.327 -2.700 2.593 0.023 0.010 0.007 0.000
H -3.147 3.850 -2.657 -0.011 0.005 -0.004 0.000
H -2.526 -1.461 4.664 0.005 -0.002 0.022 0.000
C -2.082 -1.835 1.969 -0.034 -0.008 -0.090 -0.001
N -0.606 1.805 -1.851 -0.198 0.160 -0.155 -0.034
H -2.716 -1.863 1.084 -0.012 0.010 0.029 0.001
C -1.751 2.495 -1.768 0.063 0.014 -0.059 -0.005
H -3.356 -2.536 -3.276 0.006 0.008 -0.006 0.000
C -2.222 3.307 -2.780 0.001 -0.026 0.050 0.003
C -1.467 3.392 -3.938 -0.024 0.023 -0.014 -0.002
N -2.490 -2.477 -2.770 0.002 0.062 -0.029 0.000
H 2.706 -2.998 3.416 -0.002 -0.007 0.011 0.000
C 4.082 -0.278 1.961 -0.095 0.047 -0.049 -0.002
```
Positions in Å, forces in eV/Å.

***

Entry 2:
The following is a quantum chemistry calculation of a single C25H21FN2O3S molecule at a distorted geometry, from the Open Molecules 2025 dataset.

- Total energy: -48942.0750 eV
- Energy above the lowest of the compared OMol25 structures with the same formula, charge and spin: 0.0 kJ/mol
- SMILES: CC(C)OC(=O)CC(=O)CSc1nc(-c2ccc(F)cc2)cc(-c2ccccc2)c1C#N
- Frontier orbital gap: 0.305 Eh
- Charge: 0

Structure (XYZ):
```
53
Properties=species:S:1:pos:R:3:forces:R:3:lowdin_charge:R:1
C -1.142 1.650 -0.094 0.139 0.325 0.146 -0.474
C 2.814 -4.000 -3.190 0.011 0.022 0.100 -0.030
H -0.404 3.030 -1.541 0.071 -0.053 0.028 0.083
C 1.797 -2.633 -1.377 -0.071 0.414 0.071 -0.104
H 3.666 -5.270 -4.677 0.046 -0.003 -0.075 0.107
C 0.889 -0.406 -1.499 0.005 -0.016 -0.140 -0.506
H -5.853 4.256 1.860 -0.106 -0.080 0.052 0.085
C 1.832 -5.110 -1.299 -0.021 0.100 -0.024 -0.028
C 2.159 -6.334 -1.849 0.012 -0.099 0.037 -0.077
S 0.143 0.884 -2.417 -0.095 0.389 -0.065 1.035
F 2.532 0.196 5.855 -0.019 -0.032 -0.127 0.062
H 0.864 2.234 -0.578 -0.120 0.119 0.094 0.094
O -3.422 3.860 0.929 -0.436 -0.095 0.344 0.033
H 1.898 -7.243 -1.328 -0.026 -0.066 0.033 0.104
H -1.950 2.247 1.814 0.140 -0.041 -0.053 0.131
O -1.757 0.623 -0.158 -0.119 -0.062 0.103 0.103
C 1.072 0.067 2.561 0.155 -0.131 -0.040 -0.004
C 1.196 -1.623 -2.140 0.252 0.177 1.116 -0.169
H 0.232 0.455 2.008 -0.093 0.037 -0.021 0.098
C 2.150 -3.930 -1.968 0.087 -0.299 -0.078 -0.179
H 0.579 1.066 4.401 -0.062 0.053 0.075 0.119
H 2.497 -3.136 0.585 0.044 -0.074 0.047 0.119
C 1.718 -1.133 0.505 0.027 -0.334 -0.392 -0.198
H -4.774 5.542 2.409 0.007 0.056 0.091 0.082
C 0.847 -1.807 -3.493 -0.211 -0.071 -0.525 -0.237
C 3.148 -5.227 -3.731 0.036 -0.028 -0.059 -0.067
C 2.341 -0.130 4.561 0.012 -0.042 -0.132 -0.272
H -0.451 3.118 1.328 0.016 0.040 -0.005 0.136
C -4.367 4.825 0.417 -0.362 0.451 -0.309 -0.393
C 2.819 -6.396 -3.065 0.007 -0.029 -0.015 -0.081
C -5.321 5.153 1.555 0.404 -0.157 -0.172 -0.036
C -0.092 2.089 -1.082 0.231 -0.647 -0.775 -0.381
H 3.084 -3.091 -3.707 0.017 0.040 -0.052 0.116
H -4.368 4.017 -1.582 0.005 -0.008 -0.087 0.082
N 1.151 -0.176 -0.230 0.059 -0.005 0.128 0.115
H -3.802 5.716 0.114 -0.104 -0.190 0.088 0.145
N 0.540 -1.936 -4.591 -0.068 -0.002 -0.320 0.198
C -5.083 4.235 -0.792 0.358 0.040 0.231 -0.028
C -2.232 3.800 0.365 0.612 -0.178 0.157 -0.490
H -5.590 3.315 -0.512 -0.087 -0.076 0.026 0.089
O -1.843 4.508 -0.528 -0.088 0.162 -0.141 0.114
H 3.741 -1.972 2.126 0.067 -0.064 -0.052 0.115
H -6.040 5.898 1.227 -0.085 0.072 -0.032 0.084
H 3.076 -7.353 -3.493 0.019 -0.075 -0.037 0.103
H 4.074 -1.376 4.503 0.077 -0.011 0.071 0.119
H 1.301 -5.063 -0.358 -0.042 0.008 0.077 0.117
C 1.257 0.404 3.887 0.122 -0.009 0.202 0.007
C 3.036 -1.320 2.620 -0.215 0.092 -0.080 -0.018
C 2.050 -2.373 -0.032 -0.090 0.151 -0.100 0.054
C -1.394 2.690 0.989 -0.468 0.019 0.059 -0.004
C 1.953 -0.799 1.915 0.086 0.041 0.331 -0.159
H -5.813 4.945 -1.168 -0.090 0.070 -0.054 0.086
C 3.237 -0.986 3.946 -0.049 0.100 0.255 0.000
```
Positions in Å, forces in eV/Å.

***

Entry 3:
The following is a quantum chemistry calculation of a molecular structure, C25H21N2O7W at a distorted geometry, from the Open Molecules 2025 dataset.

- Total energy: -45385.2150 eV
- 2S+1: 3
- ⟨S²⟩: 2.413
- Energy above the lowest of the compared OMol25 structures with the same formula, charge and spin: 17.7 kJ/mol
- Frontier orbital gap (alpha / beta): 0.213 / 0.156 Eh
- Charge: +1

Structure (XYZ):
```
56
Properties=species:S:1:pos:R:3:forces:R:3:mulliken_spin:R:1
H 6.981 3.710 -3.116 -0.005 0.108 0.013 0.000
H -2.570 1.305 -1.571 0.181 0.187 -0.409 0.000
H 5.337 7.651 -3.558 -0.036 -0.126 0.057 0.000
H 5.003 3.005 -1.839 -0.025 0.097 -0.080 0.000
C 1.591 -0.962 -1.432 -0.669 -0.146 0.416 -0.097
C -2.189 0.347 0.372 -0.215 0.714 0.237 0.021
H -0.010 -0.970 -3.035 0.105 0.183 0.387 0.004
H -1.388 0.380 2.518 -0.114 -0.277 0.112 0.015
C -1.974 1.312 -0.681 -0.265 1.113 0.983 -0.046
C -2.806 -5.673 1.796 -1.929 1.813 0.408 -0.003
C 1.568 -1.462 -0.089 -0.337 -0.483 -0.744 0.100
C -1.367 0.740 1.508 -0.927 0.893 0.041 -0.006
N -6.460 -4.936 2.281 -3.954 -0.144 0.118 0.000
O -3.390 -1.071 3.075 1.790 -1.314 -1.246 0.035
O -6.959 -6.067 2.087 1.349 2.417 0.450 0.003
C -1.143 2.377 -0.152 -0.360 -1.409 0.428 0.043
O -1.517 -1.918 1.993 0.120 0.870 0.371 0.792
C 2.821 4.523 -1.216 -0.351 -1.179 2.085 -0.002
H 7.176 6.032 -3.978 -0.051 -0.001 0.025 0.000
C -0.748 2.003 1.178 -0.794 -0.837 -1.079 -0.040
O 2.560 3.092 -0.985 0.323 1.119 0.269 -0.005
H 1.918 5.129 -1.312 0.153 -0.212 -0.292 0.000
C 5.068 4.019 -2.222 -0.519 0.423 0.008 0.000
H 0.122 -2.749 0.954 -0.131 0.744 -0.250 -0.003
C -2.688 -1.921 2.526 -1.458 1.469 1.525 0.041
W -0.138 0.148 -0.198 2.197 1.465 -0.307 1.095
H 2.378 -1.543 0.631 -0.086 0.295 -0.316 0.023
C -5.051 -4.778 2.199 2.896 0.027 -0.360 0.012
H -0.877 3.286 -0.675 0.241 -0.230 -0.027 0.019
C 6.296 5.728 -3.425 -0.353 -0.148 0.207 0.000
C -2.275 -4.389 1.961 -0.389 -0.302 0.207 0.010
C -3.133 -3.322 2.296 -0.377 -1.917 -0.459 0.030
H -1.211 -4.253 1.848 -0.027 -0.088 0.110 -0.001
H 2.165 4.061 0.883 0.296 -0.102 0.006 0.001
H -4.629 -6.866 1.763 0.157 0.346 0.059 0.000
C -4.202 -5.871 1.906 -0.204 0.179 0.090 0.004
H -5.108 -2.640 2.641 -0.158 -0.209 -0.084 -0.001
H 3.986 3.735 0.524 -0.350 -0.190 -0.023 0.000
H 2.455 -0.529 -1.934 -0.375 0.180 0.207 -0.013
C -0.546 -1.820 -1.018 0.427 -0.703 -0.153 -0.019
H -2.981 -0.377 0.307 0.156 -0.259 0.199 -0.006
N -1.952 -6.774 1.483 2.172 -3.035 -0.824 0.000
O -7.131 -3.896 2.522 1.533 -2.453 -0.520 -0.001
O -2.474 -7.906 1.332 1.112 2.804 0.394 -0.001
H -1.535 -2.239 -1.190 0.329 0.200 0.052 -0.002
C 0.281 -2.037 0.148 0.774 -0.771 -0.307 -0.020
H -0.180 2.561 1.896 0.421 0.172 -0.106 0.003
C 4.003 4.915 -2.004 1.087 0.188 -0.537 0.001
C -4.503 -3.499 2.381 -0.496 -0.579 0.199 0.006
C 4.131 6.232 -2.497 -0.522 -0.722 0.495 0.000
C 6.187 4.427 -2.937 0.009 0.035 -0.016 0.000
H 3.323 6.931 -2.292 0.129 0.004 -0.158 0.000
C 5.259 6.632 -3.192 0.283 -0.077 -0.105 0.000
C 2.965 3.879 0.165 -0.208 0.640 -1.900 -0.003
O -0.716 -6.552 1.374 -2.855 -0.274 0.270 0.000
C 0.278 -1.142 -2.000 0.297 -0.499 -0.130 0.012
```
Positions in Å, forces in eV/Å.

***

Entry 4:
The following is a quantum chemistry calculation of a single C25H21N5O4S molecule at a distorted geometry, from the Open Molecules 2025 dataset.

- Total energy: -52740.1074 eV
- Energy above the lowest of the compared OMol25 structures with the same formula, charge and spin: 287.5 kJ/mol
- SMILES: CCc1ccccc1NC(=O)CSc1nc(-c2ccccc2)nn1C(=O)c1cccc([N+](=O)[O-])c1
- Frontier orbital gap: 0.285 Eh
- Charge: 0

Structure (XYZ):
```
56
Properties=species:S:1:pos:R:3:forces:R:3:lowdin_charge:R:1
C -0.206 -2.935 0.428 0.187 0.038 -0.145 -0.029
C 2.128 -2.910 -0.186 -0.205 0.122 -0.078 -0.031
C 1.115 3.335 -1.853 -0.076 -0.215 -0.376 -0.321
H -1.025 1.399 1.139 -0.012 -0.003 -0.012 0.095
C 0.025 -4.032 1.234 -0.056 -0.071 0.026 -0.077
H 5.227 0.537 0.228 0.135 -0.021 -0.041 0.073
C 1.300 -4.567 1.336 0.020 -0.027 0.040 -0.083
C -2.996 0.492 -0.845 -0.239 -0.047 0.300 0.063
C 3.617 0.990 1.603 0.016 -0.191 -0.152 -0.196
H -3.414 2.326 -3.646 0.016 0.038 -0.048 0.124
N 1.357 2.191 0.246 0.484 0.106 0.365 0.141
H -2.246 -0.012 -0.257 -0.147 0.112 -0.027 0.090
O -0.996 2.127 -3.379 -0.185 -0.268 0.163 0.096
C 0.631 -1.182 -1.083 -0.455 0.923 -0.638 -0.278
H 0.349 3.776 -2.491 0.084 -0.039 0.236 0.079
N 1.651 -0.414 -1.566 0.224 0.084 -0.145 0.153
C -4.316 0.473 -0.423 0.277 0.629 -1.079 -0.125
C 2.348 -4.007 0.623 0.064 -0.082 0.058 -0.077
H 4.196 0.804 2.510 -0.042 0.135 -0.002 0.113
C 0.632 -0.857 3.014 -0.021 -0.059 0.112 -0.083
C -2.675 1.158 -2.021 -0.570 0.093 0.018 -0.104
O -5.805 -0.224 1.150 -0.263 -0.028 0.131 0.089
C 1.923 -0.449 2.737 -0.094 0.033 -0.018 -0.037
H 0.460 -1.687 3.682 -0.010 -0.089 0.073 0.105
C -0.434 -0.185 2.445 0.139 -0.025 0.052 -0.073
C -0.199 0.863 1.576 -0.225 0.086 -0.053 -0.015
C 1.101 1.232 1.248 -0.178 -0.229 0.235 -0.167
H -0.790 -4.469 1.791 -0.075 -0.038 0.052 0.106
N -0.309 0.468 -2.016 1.375 -0.318 -0.006 0.010
H 2.929 -2.460 -0.751 0.105 0.048 -0.027 0.105
N -4.644 -0.214 0.805 -0.171 -0.186 0.337 -0.355
H -1.190 -2.502 0.350 -0.138 0.057 0.023 0.109
C -1.296 1.317 -2.535 -0.321 0.277 -0.451 -0.349
H -1.450 -0.476 2.661 -0.112 -0.010 0.032 0.096
H 3.698 2.061 1.393 0.042 0.021 0.088 0.106
H 1.477 -5.422 1.972 0.010 -0.067 0.048 0.101
O -3.739 -0.741 1.416 0.256 -0.188 0.233 0.074
H 4.290 -0.868 0.744 -0.004 -0.136 -0.012 0.069
C -5.326 1.099 -1.144 0.036 -0.150 0.236 0.020
C -4.999 1.763 -2.313 0.066 -0.031 0.038 -0.042
H 2.331 2.246 -0.023 -0.232 0.004 -0.148 0.115
C 1.060 0.603 -2.123 -0.178 -0.009 -0.135 -0.589
N -0.552 -0.671 -1.339 -0.342 -0.867 0.262 0.174
C 0.473 2.784 -0.588 0.112 0.545 -0.136 -0.528
H 2.756 -0.955 3.204 0.118 -0.046 0.056 0.117
C 4.226 0.178 0.456 0.075 0.241 0.062 -0.086
O -0.731 2.839 -0.432 -0.011 0.098 0.175 0.078
S 1.941 1.963 -2.759 0.264 0.319 -0.133 1.009
H 1.901 4.059 -1.646 0.017 -0.002 0.060 0.086
C 2.187 0.598 1.863 -0.012 0.148 0.071 -0.177
C -3.685 1.799 -2.743 0.224 -0.113 0.030 0.016
C 0.849 -2.367 -0.285 0.006 -0.574 0.349 -0.161
H -6.341 1.060 -0.778 -0.016 -0.005 -0.006 0.121
H -5.768 2.259 -2.884 -0.063 0.031 -0.035 0.111
H 3.340 -4.428 0.701 0.076 -0.031 -0.001 0.103
H 3.615 0.238 -0.442 0.022 -0.023 -0.054 0.037
```
Positions in Å, forces in eV/Å.